[1]
{
  "formula": "C32H30GeIMnN6O9S",
  "method": "ωB97M-V/def2-TZVPD",
  "lumo_ha": [-0.1694, -0.1633],
  "s_squared": 0.9489,
  "multiplicity": 2,
  "gap_ev": [6.56, 6.72],
  "charge": 1,
  "species": ["Mn", "C", "C", "N", "C", "C", "C", "O", "C", "C", "N", "C", "C", "C", "C", "C", "C", "I", "C", "O", "H", "H", "H", "H", "H", "H", "H", "H", "H", "H", "H", "H", "O", "C", "O", "C", "C", "C", "C", "C", "C", "O", "N", "O", "O", "N", "O", "O", "H", "H", "C", "Ge", "C", "C", "C", "H", "H", "H", "H", "H", "H", "H", "H", "H", "H", "N", "C", "N", "C", "C", "C", "C", "C", "C", "S", "H", "H", "H", "H", "H", "H"],
  "positions_angstrom": [[0.413666, 0.154563, -0.761966], [1.118224, -1.647794, 3.514401], [-0.251141, -1.204440, 3.104853], [-1.176203, -1.121171, 4.051917], [-2.420525, -0.784468, 3.740991], [-2.847990, -0.511294, 2.452685], [-4.286496, -0.109127, 2.207658], [-4.927228, -0.879272, 1.197840], [-1.886229, -0.566740, 1.427931], [-2.297830, -0.254921, 0.071113], [-1.525806, -0.021282, -0.926143], [-2.166641, 0.255200, -2.172901], [-3.395123, 0.908518, -2.246007], [-3.983604, 1.184584, -3.467036], [-3.355186, 0.828053, -4.646170], [-2.122717, 0.189958, -4.604993], [-1.560890, -0.082973, -3.378592], [0.378936, -0.941676, -3.305848], [-0.587379, -0.926829, 1.777022], [0.444469, -1.051721, 0.842141], [1.432227, -2.529908, 2.950949], [1.098203, -1.889404, 4.572757], [1.840417, -0.849853, 3.341894], [-3.119442, -0.751120, 4.570463], [-4.319581, 0.932459, 1.879985], [-4.833646, -0.167423, 3.149327], [-5.323132, -1.663929, 1.589132], [-3.368562, -0.251936, -0.088730], [-3.870050, 1.257055, -1.338875], [-4.927031, 1.711846, -3.489930], [-3.797984, 1.069314, -5.602552], [-1.610006, -0.083376, -5.516640], [-1.384285, 3.377741, -2.185553], [-0.496997, 2.862743, -1.546880], [0.086632, 1.726020, -1.891415], [0.143952, 3.506997, -0.361291], [0.285560, 4.871533, -0.283594], [1.013097, 5.421145, 0.762043], [1.608006, 4.620560, 1.710641], [1.466941, 3.246023, 1.642247], [0.686552, 2.637713, 0.615047], [0.394172, 1.366160, 0.616336], [2.188992, 2.462258, 2.638826], [2.355268, 1.267102, 2.450348], [2.661208, 3.063055, 3.582983], [1.191001, 6.874345, 0.831886], [1.823350, 7.315711, 1.770501], [0.678109, 7.539151, -0.047020], [-0.165139, 5.508688, -1.032026], [2.199595, 5.058423, 2.501449], [-2.635605, -3.022747, -1.466433], [-0.947955, -3.361489, -0.514506], [0.156272, -4.599263, -1.563328], [-1.269498, -4.054877, 1.302024], [0.337147, -1.798145, -0.298832], [-3.066438, -3.999774, -1.690367], [-2.462250, -2.508117, -2.411049], [-3.360294, -2.463094, -0.876499], [-0.406858, -5.511932, -1.758531], [1.064206, -4.873723, -1.025514], [0.434510, -4.159423, -2.520711], [-1.611321, -5.086317, 1.203964], [-2.032510, -3.493351, 1.839085], [-0.353135, -4.061399, 1.893176], [1.333492, -2.188776, -0.530793], [2.618695, 1.929160, -2.625742], [3.158542, 0.995214, -1.846881], [2.546308, 0.267363, -0.920427], [3.503113, -0.564371, -0.284675], [3.324404, -1.378768, 0.830180], [4.373322, -2.146609, 1.307172], [5.626791, -2.117638, 0.707972], [5.851615, -1.267824, -0.359160], [4.794429, -0.504032, -0.823216], [4.856127, 0.685314, -2.087899], [1.611034, 2.053481, -2.636559], [3.184301, 2.364381, -3.333054], [2.396622, -1.367781, 1.367856], [4.216411, -2.767097, 2.180165], [6.427573, -2.737245, 1.086928], [6.829180, -1.187392, -0.815555]],
  "forces_ev_per_angstrom": [[1.023, 1.573, -0.686], [-0.017, 0.081, -0.026], [0.090, -0.098, -0.207], [0.016, -0.020, 0.111], [0.008, -0.090, -0.070], [-0.009, 0.021, -0.097], [0.066, 0.027, 0.022], [0.021, -0.025, -0.023], [0.456, -0.026, 0.203], [-0.162, 0.082, -0.363], [-1.041, -0.082, 0.485], [-0.258, 0.178, -0.504], [0.185, -0.061, 0.189], [-0.049, 0.023, -0.021], [0.024, 0.004, -0.055], [-0.035, -0.073, -0.026], [0.578, -0.193, 0.209], [-0.536, 0.126, -0.016], [-0.564, 0.019, 0.342], [0.062, -0.032, 0.326], [0.005, 0.011, 0.013], [-0.001, -0.010, 0.008], [0.049, -0.002, 0.030], [-0.022, 0.046, -0.037], [-0.071, -0.026, -0.019], [0.011, 0.050, 0.010], [0.011, 0.000, 0.025], [-0.020, -0.031, -0.023], [-0.023, 0.043, -0.020], [0.005, 0.001, -0.009], [-0.025, -0.022, 0.010], [-0.010, 0.027, -0.010], [0.083, -0.083, 0.011], [0.018, 0.284, 0.163], [0.097, -0.430, -0.300], [0.104, -0.552, 0.140], [-0.043, 0.286, 0.035], [-0.062, -0.336, -0.192], [0.146, 0.095, 0.150], [-0.525, -0.203, -0.638], [0.281, 0.804, 0.225], [-0.107, -0.184, 0.659], [0.577, -0.110, 0.281], [-0.273, 0.081, -0.140], [-0.230, -0.068, -0.032], [-0.097, 0.239, 0.129], [-0.046, -0.064, -0.162], [0.112, -0.100, 0.099], [0.017, -0.008, -0.025], [-0.025, -0.001, -0.005], [0.308, -0.021, 0.139], [-0.171, -0.119, -0.087], [-0.082, 0.150, 0.175], [0.094, 0.056, -0.255], [-0.062, -1.381, -0.090], [0.008, -0.007, 0.010], [-0.035, -0.019, 0.021], [0.000, -0.010, 0.020], [-0.028, 0.015, 0.005], [-0.002, 0.030, 0.012], [-0.017, -0.007, 0.005], [0.010, 0.002, -0.005], [0.000, 0.049, -0.036], [-0.002, -0.003, -0.009], [0.084, 0.272, 0.006], [-0.091, -0.042, -0.127], [0.223, -0.007, -0.113], [-0.022, -0.137, -0.102], [0.330, -0.074, 0.148], [-0.115, 0.068, 0.002], [0.011, -0.031, -0.011], [0.015, -0.007, -0.020], [0.030, -0.005, 0.015], [-0.149, 0.066, -0.071], [-0.094, -0.060, 0.103], [-0.105, 0.036, 0.146], [0.010, -0.007, 0.009], [0.072, -0.002, -0.076], [-0.024, 0.006, -0.001], [0.012, 0.033, 0.012], [-0.002, -0.012, 0.006]]
}

---

[2]
{
  "formula": "C32H30MgNO9P4",
  "method": "ωB97M-V/def2-TZVPD",
  "relative_energy_ev": 4.778,
  "lumo_ha": 0.0888,
  "gap_ev": 6.67,
  "charge": -1,
  "species": ["Mg", "C", "C", "O", "C", "C", "C", "C", "C", "C", "O", "H", "H", "H", "H", "H", "H", "H", "N", "P", "C", "C", "C", "C", "C", "C", "C", "C", "C", "C", "C", "C", "P", "C", "C", "C", "C", "C", "C", "C", "C", "C", "C", "C", "C", "H", "H", "H", "H", "H", "H", "H", "H", "H", "H", "H", "H", "H", "H", "H", "H", "H", "H", "H", "H", "H", "O", "P", "O", "O", "O", "P", "O", "O", "O", "H", "H"],
  "positions_angstrom": [[0.161632, 2.187450, 0.456780], [-0.915362, 3.660945, 4.446302], [-0.552712, 2.650160, 3.379250], [-0.334567, 3.101644, 2.248112], [-0.498688, 1.243482, 3.717417], [-0.955235, 0.797253, 4.976774], [-0.965345, -0.526793, 5.321363], [-0.494323, -1.474042, 4.391637], [-0.028826, -1.085109, 3.167738], [-0.009120, 0.286064, 2.773496], [0.445314, 0.588984, 1.611834], [-0.772699, 4.654526, 4.030451], [-0.304202, 3.535158, 5.339642], [-1.961813, 3.542871, 4.734717], [-1.324188, 1.524860, 5.688619], [-1.335838, -0.841599, 6.288058], [-0.503836, -2.527897, 4.646585], [0.332391, -1.804822, 2.442293], [0.482344, -1.315976, -1.709464], [1.937137, -0.698731, -0.996910], [3.012609, -1.288466, -2.359852], [2.746839, -0.862899, -3.663689], [3.590238, -1.230599, -4.701715], [4.708424, -2.013496, -4.455152], [4.984597, -2.430528, -3.160689], [4.141499, -2.071886, -2.118705], [2.334234, -1.933868, 0.316576], [1.927343, -3.263960, 0.299408], [2.215347, -4.107312, 1.362598], [2.927310, -3.629116, 2.455871], [3.339057, -2.304617, 2.484642], [3.030079, -1.461184, 1.426365], [-1.281730, 0.189773, -0.744156], [-2.244224, 0.227519, -2.280687], [-2.432410, 1.457748, -2.901937], [-3.162423, 1.524099, -4.081645], [-3.688114, 0.371378, -4.642621], [-3.491259, -0.860157, -4.026869], [-2.771339, -0.931277, -2.846089], [-2.539657, -0.150986, 0.531280], [-3.131043, 0.964325, 1.121886], [-4.042566, 0.810318, 2.155736], [-4.359770, -0.460477, 2.615674], [-3.772303, -1.573605, 2.031012], [-2.865852, -1.422885, 0.991573], [0.515172, -2.273150, -2.040960], [1.898591, -0.224839, -3.876149], [3.374892, -0.880435, -5.703030], [5.368782, -2.291073, -5.267709], [5.858407, -3.038061, -2.958276], [4.361766, -2.409761, -1.113596], [1.371496, -3.649871, -0.548090], [1.884400, -5.138567, 1.340296], [3.148809, -4.286046, 3.287924], [3.876750, -1.920537, 3.342497], [3.302841, -0.412578, 1.467452], [-1.992871, 2.350133, -2.470491], [-3.292019, 2.478053, -4.575978], [-4.240734, 0.425459, -5.572688], [-3.893883, -1.761477, -4.473048], [-2.604823, -1.887196, -2.362381], [-2.869002, 1.960441, 0.772466], [-4.491368, 1.683822, 2.612461], [-5.055617, -0.582348, 3.436508], [-4.010665, -2.565520, 2.395582], [-2.388997, -2.291230, 0.554854], [2.650095, 2.623448, -2.786730], [1.065973, 2.202218, -3.087815], [0.946615, 2.087987, -4.569720], [-0.600323, -1.310927, -0.759695], [0.408256, 3.893102, -2.724832], [0.184619, 4.176107, -1.207630], [0.102387, 5.778212, -1.139055], [-1.079801, 3.583741, -0.621209], [1.351435, 3.613941, -0.381941], [2.676475, 2.876773, -1.848539], [0.595391, 6.143910, -1.883983]],
  "forces_ev_per_angstrom": [[-0.131, 0.266, 0.094], [-0.002, -0.010, -0.037], [-0.067, 0.105, 0.062], [0.034, -0.132, -0.040], [0.044, -0.148, -0.114], [0.000, 0.076, 0.007], [-0.012, -0.063, 0.042], [0.005, 0.080, -0.016], [0.024, -0.028, -0.027], [-0.007, -0.015, 0.064], [0.046, 0.215, -0.180], [0.000, 0.004, 0.006], [-0.004, 0.007, 0.003], [0.006, -0.004, 0.005], [-0.007, -0.007, -0.005], [0.005, 0.005, -0.003], [0.003, -0.003, 0.004], [-0.015, 0.006, 0.010], [-0.156, -0.063, -0.016], [0.153, -0.070, 0.137], [0.023, 0.015, 0.029], [0.029, 0.015, 0.011], [-0.018, 0.010, -0.004], [0.019, -0.010, 0.015], [0.007, -0.002, -0.011], [-0.029, -0.017, -0.021], [-0.012, 0.121, 0.017], [-0.020, -0.005, -0.016], [0.001, -0.001, -0.003], [0.006, 0.010, -0.005], [0.003, -0.004, 0.008], [-0.011, -0.009, -0.028], [-0.121, 0.470, 0.025], [-0.024, -0.050, -0.009], [0.022, -0.055, -0.004], [-0.003, 0.028, -0.025], [0.000, -0.004, 0.002], [0.016, -0.001, 0.024], [-0.026, 0.015, -0.014], [0.029, -0.032, -0.021], [-0.015, 0.038, -0.013], [0.019, -0.006, -0.009], [0.004, 0.005, 0.000], [-0.010, -0.015, 0.011], [0.028, 0.018, 0.000], [0.043, -0.007, -0.027], [-0.039, 0.004, -0.012], [-0.007, 0.001, 0.001], [0.000, 0.000, 0.000], [0.001, 0.000, -0.001], [0.017, 0.008, -0.017], [0.004, -0.007, 0.002], [-0.002, 0.001, -0.003], [0.002, 0.001, 0.002], [-0.002, -0.003, 0.001], [0.010, -0.003, 0.009], [-0.019, 0.003, -0.001], [0.005, 0.001, 0.002], [-0.002, 0.006, 0.000], [0.001, 0.000, 0.002], [-0.010, -0.001, -0.002], [-0.001, 0.001, 0.007], [-0.004, -0.001, -0.004], [-0.002, -0.004, -0.002], [0.001, 0.004, 0.004], [-0.004, 0.010, 0.001], [-0.124, -0.006, 0.044], [0.097, -0.019, -0.111], [0.013, -0.032, -0.019], [0.079, -0.280, -0.015], [-0.056, 0.163, 0.196], [-0.022, -0.168, -0.302], [0.086, 0.001, 0.015], [0.032, -0.234, 0.120], [0.045, -0.190, 0.141], [0.064, 0.010, -0.033], [-0.040, -0.016, 0.047]]
}

---

[3]
{
  "formula": "C32H30N3O6PRhS",
  "method": "ωB97M-V/def2-TZVPD",
  "lumo_ha": [-0.0870, -0.2064],
  "s_squared": 6.0169,
  "multiplicity": 5,
  "gap_ev": [8.52, 5.50],
  "charge": 1,
  "species": ["Rh", "O", "S", "O", "O", "C", "C", "C", "C", "C", "C", "P", "C", "C", "C", "C", "C", "C", "C", "C", "C", "C", "C", "C", "H", "H", "H", "H", "H", "H", "H", "H", "H", "H", "H", "H", "H", "H", "C", "C", "C", "O", "C", "O", "O", "H", "H", "H", "H", "H", "H", "H", "N", "C", "C", "C", "C", "C", "N", "C", "C", "C", "C", "C", "N", "H", "H", "H", "H", "H", "H", "H", "H", "H"],
  "positions_angstrom": [[0.958094, -0.392268, -0.074230], [1.755352, 0.437212, -2.082708], [1.406358, 1.864525, -1.983921], [2.394031, 2.789884, -2.435064], [0.915518, 2.091344, -0.584921], [-0.070680, 2.074074, -2.943228], [-0.014580, 2.621947, -4.210046], [-1.188527, 2.756542, -4.941468], [-2.397235, 2.344176, -4.400352], [-2.443230, 1.797650, -3.125800], [-1.272617, 1.658627, -2.386088], [-1.341512, 1.016815, -0.698395], [-2.093830, 2.225161, 0.390583], [-3.485155, 2.340124, 0.414878], [-4.079693, 3.286564, 1.230633], [-3.293744, 4.111025, 2.024860], [-1.912055, 3.990015, 2.004761], [-1.305373, 3.047693, 1.188818], [-2.372310, -0.448173, -0.758838], [-3.007934, -0.914822, 0.400898], [-3.649646, -2.136659, 0.399149], [-3.662034, -2.912465, -0.753788], [-3.029079, -2.465830, -1.905129], [-2.368790, -1.249429, -1.906905], [0.936529, 2.948652, -4.606298], [-1.158102, 3.188010, -5.932273], [-3.310950, 2.452889, -4.967302], [-3.391750, 1.480891, -2.711756], [-4.103746, 1.688814, -0.189342], [-5.156857, 3.377474, 1.247439], [-3.761565, 4.849239, 2.661910], [-1.301263, 4.628350, 2.627955], [-0.228250, 2.949287, 1.170915], [-2.985933, -0.322774, 1.308857], [-4.125413, -2.496285, 1.300218], [-4.160585, -3.872604, -0.749481], [-3.046315, -3.068779, -2.803073], [-1.861044, -0.914144, -2.803696], [1.049287, -0.826233, 4.182680], [0.082299, -0.414079, 3.079074], [-1.111966, 0.360519, 3.614982], [0.778709, 0.452379, 2.136770], [-0.409649, -1.684209, 2.335032], [-1.003862, -2.525620, 2.984260], [-0.192750, -1.739628, 1.064553], [1.388227, 0.054682, 4.730090], [1.911824, -1.355683, 3.770778], [0.547793, -1.500275, 4.873873], [-0.763184, 1.193034, 4.225727], [-1.736207, -0.296588, 4.219162], [-1.711588, 0.767024, 2.797091], [1.694882, 0.505324, 2.428655], [3.900925, -2.250285, 0.032063], [4.147607, -0.888517, 0.114862], [5.480307, -0.480823, -0.056761], [5.814723, 0.836161, 0.137239], [4.817303, 1.737995, 0.496851], [3.532888, 1.265052, 0.611969], [3.186440, -0.022590, 0.434545], [2.795014, -3.003549, -0.333013], [2.916708, -4.396621, -0.205120], [1.891284, -5.199138, -0.642662], [0.752764, -4.606594, -1.188506], [0.699302, -3.235196, -1.229534], [1.697936, -2.436074, -0.824129], [4.739480, -2.800646, 0.088502], [6.224852, -1.207850, -0.349956], [6.836497, 1.162905, 0.004857], [5.024366, 2.784603, 0.656871], [2.719623, 1.939872, 0.839137], [3.808451, -4.817381, 0.238694], [1.969032, -6.273686, -0.554837], [-0.080473, -5.193830, -1.542540], [-0.184921, -2.727209, -1.589038]],
  "forces_ev_per_angstrom": [[0.420, -0.002, 0.495], [-0.044, -0.179, -0.119], [-0.136, 0.190, -0.096], [-0.033, -0.052, 0.031], [-0.017, -0.040, -0.003], [0.222, 0.023, 0.055], [-0.025, 0.037, -0.089], [0.069, -0.027, 0.061], [0.019, -0.004, 0.035], [-0.048, -0.021, -0.041], [-0.082, 0.045, 0.039], [-0.432, -0.270, -0.249], [0.118, -0.061, 0.050], [-0.075, -0.039, 0.024], [-0.017, 0.000, -0.010], [0.028, 0.001, -0.001], [0.005, -0.012, -0.008], [0.126, 0.106, 0.063], [0.106, 0.097, 0.097], [0.023, 0.086, 0.075], [0.010, 0.073, 0.042], [-0.006, -0.027, 0.002], [0.026, 0.005, -0.068], [0.013, 0.009, -0.131], [0.022, 0.009, -0.010], [0.008, 0.006, -0.010], [-0.024, 0.006, -0.013], [-0.015, 0.000, 0.014], [0.004, 0.003, -0.016], [-0.017, 0.007, 0.003], [-0.008, 0.004, 0.014], [0.003, 0.019, 0.008], [-0.104, 0.007, 0.014], [-0.001, -0.048, -0.048], [0.005, 0.013, 0.027], [-0.007, 0.002, -0.007], [0.014, -0.005, -0.013], [-0.001, -0.010, 0.005], [-0.155, 0.064, -0.083], [-0.041, -0.307, -0.040], [0.047, -0.064, 0.000], [0.004, -0.040, -0.125], [-0.259, 0.149, 0.392], [0.086, 0.160, -0.177], [0.198, -0.118, -0.229], [0.036, 0.017, 0.044], [0.013, 0.008, -0.033], [-0.021, 0.016, -0.017], [-0.030, 0.055, 0.020], [0.043, 0.001, -0.008], [0.051, -0.032, 0.048], [0.113, 0.053, -0.032], [-0.077, 0.030, -0.014], [0.193, 0.057, 0.075], [-0.155, -0.067, 0.041], [-0.056, 0.027, 0.035], [-0.045, -0.045, 0.004], [0.098, 0.181, 0.066], [-0.145, -0.120, -0.271], [0.009, -0.166, -0.095], [-0.052, 0.118, -0.076], [-0.047, 0.131, -0.028], [0.048, 0.065, 0.006], [-0.128, -0.206, -0.068], [0.032, 0.179, 0.327], [0.068, -0.041, 0.024], [0.013, -0.020, -0.002], [0.022, 0.008, -0.009], [0.001, 0.023, 0.001], [-0.004, 0.006, 0.007], [0.022, -0.013, -0.008], [-0.005, -0.023, 0.004], [-0.013, -0.012, 0.000], [-0.012, -0.026, -0.002]]
}